[1]
A structure of composition C23H58Br6Cl2N4O4 in a non-equilibrium geometry. Source: OMol25; level of theory: ωB97M-V/def2-TZVPD.

```
97
Properties=species:S:1:pos:R:3:lowdin_charge:R:1
Br -4.615 1.540 -1.168 1.104
C -4.505 0.651 -2.902 -0.530
C -3.063 0.199 -3.087 -0.705
Br -2.828 -1.478 -4.076 0.862
H -5.019 1.297 -3.613 0.068
H -5.048 -0.286 -2.781 0.046
H -2.562 0.058 -2.129 -0.126
H -2.552 0.956 -3.680 0.025
Br -0.024 1.615 2.791 1.098
C 1.092 0.335 3.802 -0.500
C 1.162 -1.007 3.106 -0.741
Br 1.575 -2.401 4.486 0.741
H 0.449 0.293 4.681 0.047
H 2.076 0.744 4.030 0.063
H 1.963 -1.012 2.366 -0.054
H 0.236 -1.409 2.696 0.007
Br -0.324 3.751 -6.153 0.543
C 0.627 2.718 -4.705 -0.619
C -0.259 2.398 -3.482 -0.440
Br 0.876 1.552 -2.022 1.159
H 1.294 3.450 -4.249 0.041
H 1.224 1.925 -5.155 0.059
H -1.133 1.761 -3.615 0.020
H -0.491 3.337 -2.979 0.044
C 3.032 -4.041 1.859 -0.057
C 2.184 -3.189 0.864 -0.366
C 0.658 -3.360 1.096 -0.232
O 0.264 -4.715 0.822 -0.179
C -1.131 -5.053 0.830 -0.101
N 2.649 -1.843 0.970 -0.083
H 4.097 -3.848 1.727 0.075
H 2.873 -5.114 1.754 0.076
H 2.740 -3.660 2.838 -0.044
H 2.401 -3.518 -0.152 0.139
H 0.166 -2.700 0.383 0.004
H 0.325 -3.085 2.096 0.082
H -1.313 -6.016 0.352 0.097
H -1.818 -4.397 0.297 0.051
H -1.412 -5.059 1.883 0.092
H 2.500 -1.260 0.159 0.003
H 2.311 -1.448 1.836 -0.083
C -2.110 -4.019 -2.605 -0.093
C -1.070 -3.483 -1.525 -0.410
C 0.004 -2.722 -2.328 -0.263
O 0.989 -2.229 -1.444 -0.306
C 2.059 -1.559 -2.097 -0.092
N -1.698 -2.594 -0.630 -0.037
H -1.756 -4.525 -3.503 0.078
H -2.565 -3.097 -2.965 -0.140
H -2.976 -4.480 -2.129 0.075
H -0.494 -4.233 -0.983 0.109
H -0.331 -1.928 -2.995 0.043
H 0.399 -3.436 -3.051 0.128
H 2.902 -1.690 -1.418 0.087
H 1.795 -0.557 -2.434 0.005
H 2.448 -2.269 -2.827 0.101
H -0.908 -2.353 -0.048 -0.008
H -1.822 -1.632 -0.914 -0.132
C -1.393 3.420 1.803 -0.216
C -1.937 2.872 0.478 -0.341
C -3.351 3.481 0.111 -0.287
O -4.177 3.422 1.242 -0.139
C -4.885 2.303 1.355 -0.246
N -0.872 3.406 -0.417 0.014
H -1.822 3.017 2.721 0.033
H -1.444 4.508 1.758 0.109
H -0.355 3.158 2.003 -0.103
H -1.891 1.785 0.540 0.079
H -3.669 2.966 -0.795 -0.101
H -3.400 4.487 -0.306 0.135
H -5.118 1.817 0.408 -0.163
H -5.886 2.510 1.733 0.105
H -4.404 1.625 2.060 0.109
H -1.122 3.280 -1.388 0.037
H -0.804 4.408 -0.309 0.100
C 1.459 2.390 0.177 -0.268
C 2.817 1.946 0.721 -0.313
C 2.945 2.436 2.193 -0.198
O 4.287 2.047 2.503 -0.202
C 4.840 2.367 3.792 -0.094
N 2.798 0.479 0.599 -0.002
H 0.761 1.818 0.788 -0.044
H 1.392 2.156 -0.885 -0.296
H 1.288 3.451 -0.003 0.109
H 3.677 2.282 0.141 0.144
H 2.356 1.883 2.924 0.017
H 2.737 3.504 2.263 0.130
H 5.038 3.413 4.024 0.083
H 5.882 2.077 3.656 0.081
H 4.509 1.745 4.624 0.082
H 3.502 0.085 1.208 0.090
H 1.927 0.151 0.993 -0.149
C -0.238 0.378 -0.105 -0.797
Cl 0.662 -0.707 0.985 0.950
Cl -1.062 -0.397 -1.435 0.907
H -0.971 0.972 0.442 -0.014
H 0.383 1.190 -0.483 -0.171
```

As for the orbital gap: 8.13 eV. For the energy above the lowest of the compared OMol25 structures with the same formula, charge and spin, the calculation gives 615.1 kcal/mol. The HOMO energy is -8.1 eV. As for the molar mass: 1005.07 g mol⁻¹.

=====

[2]
A cluster of 2 separate species, C3H11N2O3 in total in a non-equilibrium geometry. Source: OMol25; level of theory: ωB97M-V/def2-TZVPD.

```
19
Properties=species:S:1:pos:R:3:lowdin_charge:R:1
N -1.327 -1.325 1.525 0.244
C -0.480 -0.518 0.585 -0.191
C -0.893 -0.010 -0.825 -0.178
O -1.674 1.128 -0.483 -0.096
C 0.929 -1.121 0.610 -0.492
N 1.997 -0.459 0.131 0.212
O 1.023 -2.159 1.245 0.067
H -1.034 -1.144 2.484 0.179
H -2.338 -1.192 1.471 0.182
H -0.995 -2.289 1.170 0.202
H -0.182 0.464 1.092 0.185
H -0.096 0.230 -1.533 0.097
H -1.746 -0.584 -1.478 0.189
H -1.195 1.893 -0.156 0.083
H 2.810 -1.010 -0.057 0.127
H 2.145 0.447 -0.294 0.107
H 1.274 3.093 -1.279 0.056
H 0.745 2.321 -2.574 0.088
O 1.036 2.234 -1.635 -0.060
```

As for the orbital gap: 10.79 eV. For the energy above the lowest of the compared OMol25 structures with the same formula, charge and spin, the calculation gives 57.1 kcal/mol. The HOMO energy is -14.2 eV. As for the molar mass: 123.13 g mol⁻¹. Its charge is +1.

=====

[3]
A cluster of 2 separate species, FH3N2O2S in total in a non-equilibrium geometry. Source: OMol25; level of theory: ωB97M-V/def2-TZVPD.

```
9
Properties=species:S:1:pos:R:3:lowdin_charge:R:1
N -0.837 0.111 1.347 -0.091
N 0.735 0.683 -0.790 -0.181
O -1.218 -1.153 -0.880 -0.304
O 0.952 -1.513 0.306 -0.316
F -0.098 1.273 -1.708 -0.137
S -0.141 -0.659 -0.023 0.582
H -1.084 1.124 1.106 0.102
H -0.078 0.122 2.064 0.077
H 1.769 0.013 -1.421 0.269
```

As for the orbital gap: 10.98 eV. For the energy above the lowest of the compared OMol25 structures with the same formula, charge and spin, the calculation gives 67.9 kcal/mol. The HOMO energy is -10.9 eV. As for the molar mass: 114.10 g mol⁻¹.

=====

[4]
A structure of composition C5H7NO. Source: OMol25; level of theory: ωB97M-V/def2-TZVPD.

```
14
Properties=species:S:1:pos:R:3:lowdin_charge:R:1
C 2.515 -0.044 0.609 -0.113
N 1.298 0.751 0.545 0.061
C 0.261 0.240 0.073 -0.395
O 0.012 -1.008 -0.445 0.028
C -1.347 -0.632 -0.799 -0.365
C -2.349 -0.792 0.201 0.144
C -1.138 0.774 -0.122 -0.043
H 3.354 0.556 0.243 0.073
H 2.727 -0.290 1.656 0.080
H 2.467 -0.978 0.037 0.074
H -1.515 -0.668 -1.876 0.154
H -1.675 0.787 0.842 0.112
H -3.267 -0.355 -0.240 0.052
H -1.342 1.660 -0.723 0.138
```

As for the orbital gap: 9.81 eV. For the energy above the lowest of the compared OMol25 structures with the same formula, charge and spin, the calculation gives 118.4 kcal/mol. The HOMO energy is -9.3 eV. As for the molar mass: 97.12 g mol⁻¹.

=====

[5]
A structure of composition C11H9N7OReS5Sb. Source: OMol25; level of theory: ωB97M-V/def2-TZVPD.

```
35
Properties=species:S:1:pos:R:3:lowdin_charge:R:1
Re 0.499 -0.171 -0.205 1.066
N 1.412 -3.831 1.911 0.148
C 1.079 -2.564 1.685 -0.675
S 2.226 -1.499 0.736 0.567
N 0.006 -2.014 2.120 0.064
N -0.090 -0.706 1.697 -0.210
C -0.420 0.191 2.555 -0.002
C -0.158 1.548 2.111 -0.219
C -0.392 2.684 2.864 0.036
C 0.024 3.911 2.368 0.010
C 0.653 3.969 1.131 0.002
C 0.829 2.802 0.415 -0.074
N 0.455 1.612 0.900 -0.079
H 2.353 -4.168 1.798 0.099
H 0.783 -4.392 2.469 0.141
H -0.730 -0.068 3.559 0.156
H -0.885 2.602 3.822 0.137
H -0.141 4.814 2.940 0.134
H 0.992 4.907 0.716 0.130
H 1.273 2.801 -0.572 0.126
S 0.263 -3.454 -2.575 0.496
Sb 1.721 -1.969 -3.767 0.809
S 3.126 -2.918 -0.585 0.114
S 0.566 0.072 -2.825 0.583
S 3.595 -1.751 -2.158 -0.004
N -2.945 1.054 -2.395 0.279
C -1.845 0.571 -1.871 -0.509
O -1.272 1.030 -0.863 -0.091
C -1.145 -0.644 -2.466 -0.616
C -1.848 -1.261 -3.567 -0.249
N -2.488 -1.726 -4.400 0.247
C -0.684 -1.412 -1.232 -0.518
N -0.051 -2.505 -1.137 -0.396
H -3.376 0.628 -3.204 0.137
H -3.390 1.858 -1.975 0.159
```

As for the orbital gap: 7.15 eV. For the energy above the lowest of the compared OMol25 structures with the same formula, charge and spin, the calculation gives 15.6 kcal/mol. The HOMO energy is -14.6 eV. As for the molar mass: 723.54 g mol⁻¹. Its charge is +2.

=====

[6]
A structure of composition C16H40F4K2N2O16S4 in a non-equilibrium geometry. Source: OMol25; level of theory: ωB97M-V/def2-TZVPD.

```
84
Properties=species:S:1:pos:R:3:lowdin_charge:R:1
K -2.509 2.092 -3.181 0.870
K -0.434 -0.334 -1.289 0.812
N -3.000 0.064 -1.399 -0.453
S -3.827 0.941 -0.188 0.597
O -4.155 0.219 1.010 -0.218
O -4.467 2.141 -0.697 -0.270
F -2.548 1.727 0.469 -0.225
S -4.130 -0.851 -1.600 0.416
O -5.279 -0.324 -2.252 -0.234
O -4.267 -1.950 -0.596 -0.278
F -3.332 -1.637 -2.837 -0.231
N 0.375 1.672 -2.989 -0.415
S 0.993 1.597 -4.557 0.622
O 2.145 0.675 -4.700 -0.274
O 0.906 2.780 -5.404 -0.251
F -0.270 0.692 -5.153 -0.240
S 1.271 2.851 -2.530 0.489
O 0.636 4.172 -2.639 -0.282
O 2.724 2.762 -2.678 -0.258
F 1.133 2.518 -0.919 -0.237
C 1.750 -6.692 -1.785 -0.123
O 2.025 -5.315 -2.024 -0.200
C 1.680 -4.960 -3.433 -0.147
C 0.454 -4.043 -3.490 -0.198
O 0.250 -3.484 -4.785 -0.166
C 1.214 -2.532 -5.102 -0.124
H 2.276 -6.856 -0.845 0.091
H 2.294 -7.345 -2.467 0.077
H 0.701 -6.946 -1.940 0.089
H 1.583 -5.749 -4.179 0.133
H 2.485 -4.290 -3.736 0.108
H 0.466 -3.271 -2.720 0.112
H -0.398 -4.696 -3.299 0.126
H 2.168 -2.975 -5.388 0.089
H 1.373 -1.716 -4.397 0.072
H 0.757 -2.139 -6.011 0.099
C -0.752 -3.804 0.199 -0.038
O -0.027 -2.532 -0.017 -0.288
C 1.294 -2.689 0.561 -0.199
C 2.048 -1.437 0.414 -0.223
O 2.378 -1.292 -0.963 -0.222
C 3.425 -0.344 -1.227 -0.072
H -0.276 -4.647 -0.301 0.077
H -1.760 -3.814 -0.216 0.092
H -0.833 -4.022 1.264 0.091
H 1.850 -3.557 0.206 0.134
H 1.260 -2.877 1.634 0.122
H 3.000 -1.415 0.946 0.137
H 1.494 -0.533 0.664 0.112
H 3.176 0.707 -1.084 0.071
H 3.699 -0.476 -2.274 0.094
H 4.361 -0.507 -0.693 0.090
C -1.732 -1.234 2.908 -0.127
O -0.402 -1.069 2.811 -0.195
C 0.444 -1.031 3.981 -0.165
C 0.095 -0.040 5.058 -0.145
O -1.255 -0.297 5.672 -0.226
C -1.816 0.746 6.488 -0.102
H -2.141 -0.475 3.575 0.095
H -2.005 -2.262 3.145 0.102
H -2.090 -1.063 1.893 0.077
H 1.516 -0.961 3.797 0.129
H 0.306 -1.975 4.509 0.124
H 0.142 0.955 4.617 0.099
H 0.738 -0.113 5.936 0.127
H -1.191 0.835 7.376 0.080
H -2.839 0.465 6.740 0.087
H -1.901 1.755 6.084 0.078
C -0.691 8.277 1.996 -0.118
O 0.347 7.319 1.778 -0.166
C -0.046 6.421 0.707 -0.164
C 0.407 4.992 1.143 -0.217
O -0.292 4.516 2.265 -0.165
C -0.193 3.033 2.457 -0.053
H -0.551 9.176 1.397 0.079
H -0.566 8.647 3.014 0.082
H -1.723 7.944 1.890 0.084
H 0.403 6.683 -0.251 0.120
H -1.115 6.330 0.516 0.114
H 1.485 4.939 1.290 0.128
H 0.136 4.281 0.362 0.089
H 0.607 2.409 2.058 0.082
H -1.032 2.559 1.948 0.054
H -0.424 2.681 3.462 0.061
```

As for the orbital gap: 8.61 eV. For the energy above the lowest of the compared OMol25 structures with the same formula, charge and spin, the calculation gives 66.2 kcal/mol. The HOMO energy is -9.5 eV. As for the molar mass: 798.95 g mol⁻¹.

=====

[7]
A structure of composition C10H15F4NO3Ti in a non-equilibrium geometry. Source: OMol25; level of theory: ωB97M-V/def2-TZVPD.

```
34
Properties=species:S:1:pos:R:3:lowdin_charge:R:1
Ti -1.298 -2.458 1.102 1.399
C 2.075 0.183 1.902 0.290
O 1.540 1.099 1.038 0.040
O -2.178 -3.223 -0.125 -0.292
C 3.321 -0.305 1.235 -0.464
F 4.392 -0.402 2.031 0.209
F 3.119 -1.646 0.814 0.120
F 3.650 0.643 0.292 0.166
C 1.005 2.305 1.580 -0.166
C -0.202 2.392 2.505 -0.041
H -1.127 2.067 2.050 0.068
H -0.278 1.820 3.464 0.105
H -0.232 3.425 2.778 0.097
H 0.801 2.953 0.711 0.160
H 1.861 2.694 2.213 0.169
H 1.897 0.283 2.971 0.194
F 0.295 -2.596 1.799 -0.367
C 2.091 -1.241 -2.718 -0.119
O 1.388 -1.807 -1.613 -0.150
H 2.723 -0.436 -2.203 0.086
H 2.934 -1.818 -3.101 0.090
H 1.415 -0.860 -3.493 0.085
H 1.734 -2.589 -1.265 0.039
N -2.336 -0.129 0.243 -0.036
C -1.482 0.130 -0.740 -0.178
C -1.766 0.048 -2.106 0.010
C -3.115 -0.226 -2.366 -0.008
C -4.075 -0.326 -1.383 -0.001
C -3.598 -0.296 -0.082 -0.158
H -0.509 0.620 -0.463 0.114
H -1.109 0.424 -2.889 0.130
H -3.450 -0.219 -3.362 0.115
H -5.143 -0.299 -1.593 0.138
H -4.341 -0.209 0.777 0.153
```

As for the orbital gap: 5.18 eV. The HOMO energy is -15.9 eV. As for the molar mass: 321.09 g mol⁻¹. Its charge is +2.

=====

- The highest HOMO belongs to which entry?
  C23H58Br6Cl2N4O4

=====

- Among the records above, which one has the lowest HOMO?
  C10H15F4NO3Ti

=====

- Among the records above, which one has the highest orbital gap?
  FH3N2O2S

=====

- What is the formula in the first record?
  C23H58Br6Cl2N4O4